Entry 1
Density functional theory data (the ωB97M-V functional and the def2-TZVPD basis) for a 2-piece molecular cluster, C4H6ClNOS overall.

```
! RIJCOSX wB97M-V def2-TZVPD def2/J DEFGRID3
* xyz 0 1
C -1.061 0.460 1.278
C 1.290 -1.790 -1.428
C 0.822 -1.478 -0.234
C -0.040 0.975 0.685
N -1.879 -0.283 1.739
O 0.722 2.715 -1.150
S -0.394 1.839 -0.916
Cl -2.129 2.939 -0.345
H -2.353 0.170 2.503
H 2.333 -1.762 -1.676
H 0.551 -2.094 -2.136
H 1.462 -1.255 0.580
H -0.296 -1.367 0.077
H 0.973 0.931 1.025
*
```

Values from the calculation:
LUMO level = -0.008 hartree



Entry 2
Density functional theory data (the ωB97M-V functional and the def2-TZVPD basis) for the molecule C4H6ClNOS.

```
! RIJCOSX wB97M-V def2-TZVPD def2/J DEFGRID3
* xyz 0 1
S 3.125 -0.378 -0.658
C 2.449 0.793 0.165
N 1.100 1.173 0.015
O 0.196 0.700 -0.964
C -0.386 -0.553 -0.616
C -0.946 -0.651 0.758
C -1.940 -0.686 -0.225
Cl -3.133 0.508 -0.561
H 2.812 1.448 1.019
H 0.793 2.291 0.003
H -0.068 -1.502 -1.138
H -0.742 0.158 1.592
H -0.864 -1.628 1.146
H -2.395 -1.673 -0.536
*
```

Values from the calculation:
LUMO level = 0.013 hartree
SMILES string = S=CNO[C@H]1C[C@H]1Cl



Which is the most stable structure? entry 1 is the most stable.



Entry 1
Density functional theory data (the ωB97M-V functional and the def2-TZVPD basis) for a 2-piece molecular cluster, C3H9O2S overall.

```
! RIJCOSX wB97M-V def2-TZVPD def2/J DEFGRID3
* xyz 0 2
C 0.745 1.074 -0.802
O 1.514 0.964 0.289
C -0.732 0.720 -0.430
C -0.852 -0.794 -0.282
S -2.660 -1.329 -0.530
H 1.246 0.515 -1.633
H 0.699 2.080 -1.258
H -0.975 1.206 0.523
H -1.425 1.080 -1.205
H -0.541 -1.123 0.704
H -0.394 -1.413 -1.053
H -3.123 -0.565 0.459
H 2.562 -0.966 2.499
H 1.817 -0.356 1.076
O 2.119 -1.093 1.644
*
```

Values from the calculation:
expectation value of S² = 0.754
LUMO level (alpha / beta) = 0.032 / -0.092 hartree



Entry 2
Density functional theory data (the ωB97M-V functional and the def2-TZVPD basis) for a 2-piece molecular cluster, C3H9O2S overall.

```
! RIJCOSX wB97M-V def2-TZVPD def2/J DEFGRID3
* xyz 0 2
C -0.457 0.705 0.324
O 0.763 1.238 0.411
C -0.749 -0.623 0.914
C 0.503 -1.447 0.973
S 0.737 -2.294 -0.681
H -0.915 0.546 -0.738
H -1.320 1.437 0.635
H -1.305 -0.290 1.902
H -1.485 -1.215 0.279
H 0.563 -2.239 1.632
H 1.384 -0.837 1.195
H 0.979 -1.302 -1.497
H -0.175 2.459 -1.969
H 0.754 1.681 -1.210
O 0.722 2.182 -2.170
*
```

Values from the calculation:
expectation value of S² = 0.757
LUMO level (alpha / beta) = 0.022 / -0.106 hartree



Which is the most stable structure? entry 1 is the most stable.



Entry 1
Density functional theory data (the ωB97M-V functional and the def2-TZVPD basis) for a 2-piece molecular cluster, C4H12N3O overall.

```
! RIJCOSX wB97M-V def2-TZVPD def2/J DEFGRID3
* xyz 1 1
C 1.891 0.136 -0.097
C 3.207 -0.245 0.689
C -1.388 -0.758 -0.639
C -2.638 0.659 0.729
N 1.805 -0.086 -1.419
N -2.659 -0.127 -0.282
N 0.875 0.314 0.665
O -3.586 1.467 1.094
H 2.973 -1.164 1.171
H 4.138 -0.415 0.220
H 3.275 0.409 1.593
H -1.163 -0.415 -1.607
H -0.528 -0.473 -0.034
H -1.333 -1.864 -0.775
H -1.694 0.759 1.186
H 2.675 -0.024 -1.874
H 0.857 0.174 -1.854
H -3.601 -0.261 -0.745
H 1.177 0.397 1.565
H -4.282 1.516 0.412
*
```

Values from the calculation:
LUMO level = -0.136 hartree



Entry 2
Density functional theory data (the ωB97M-V functional and the def2-TZVPD basis) for a 2-piece molecular cluster, C4H12N3O overall.

```
! RIJCOSX wB97M-V def2-TZVPD def2/J DEFGRID3
* xyz 1 1
N -2.129 1.220 0.343
C -0.907 1.014 -0.195
C -0.681 -0.548 -0.458
N 0.500 -0.921 -1.104
C 1.589 -1.086 -0.251
C 2.587 0.187 -0.295
N 3.058 0.730 0.890
O -3.566 -0.785 0.428
H -4.498 -0.793 0.570
H -2.417 2.062 0.839
H -3.044 0.076 0.584
H -0.814 1.478 -1.195
H -0.049 1.390 0.397
H -0.740 -0.972 0.551
H -1.563 -0.925 -0.984
H 1.344 -1.201 0.804
H 3.464 0.019 -0.938
H 2.106 -2.016 -0.511
H 1.975 0.983 -0.721
H 3.784 0.089 1.248
*
```

Values from the calculation:
LUMO level = -0.322 hartree



Which is the most stable structure? entry 1 is the most stable.